{
  "formula": "C39H35N7O7P3Pb",
  "method": "the ωB97M-V functional and the def2-TZVPD basis",
  "gap_ev": 7.30,
  "charge": -1,
  "de_lowest_kcal_mol": 139.4,
  "energy_ev": -98895.1156,
  "e_homo_ev": -5.29,
  "species": ["Pb", "C", "N", "C", "C", "C", "C", "C", "N", "C", "C", "C", "C", "C", "C", "H", "H", "H", "H", "H", "H", "H", "H", "H", "H", "H", "N", "P", "C", "C", "C", "C", "C", "C", "C", "C", "C", "C", "C", "C", "C", "C", "C", "C", "C", "N", "H", "H", "H", "H", "H", "H", "H", "H", "H", "H", "H", "H", "H", "H", "H", "O", "P", "O", "O", "O", "P", "O", "O", "O", "H", "H", "N", "C", "C", "C", "C", "C", "C", "C", "N", "C", "C", "N", "C", "H", "H", "H", "H", "H", "H", "H"],
  "positions_angstrom": [[-0.298611, -0.431287, 0.244833], [-1.870640, 0.272791, 3.564371], [-2.023199, -0.269322, 2.232629], [-3.176819, -0.698058, 1.862081], [-3.440402, -1.141630, 0.538163], [-4.665998, -1.533954, -0.022514], [-4.422796, -1.777530, -1.371464], [-3.059669, -1.531110, -1.571885], [-2.465832, -1.149412, -0.436632], [-2.363987, 1.703914, 3.667985], [-2.272432, 2.568328, 2.581104], [-2.746136, 3.866702, 2.678654], [-3.307574, 4.322505, 3.863320], [-3.387559, 3.470576, 4.955261], [-2.922020, 2.167344, 4.854219], [-0.803569, 0.261661, 3.812970], [-2.396967, -0.333017, 4.315759], [-4.020668, -0.717108, 2.565148], [-5.606367, -1.614726, 0.502550], [-5.135887, -2.083690, -2.120544], [-2.490264, -1.613928, -2.486727], [-1.827054, 2.213910, 1.661264], [-2.681394, 4.524946, 1.820641], [-3.691404, 5.332523, 3.934465], [-3.820480, 3.820631, 5.884544], [-2.991643, 1.503486, 5.709180], [-0.232274, 3.298356, -0.573247], [-0.933714, 1.902673, -1.336553], [-0.564044, 2.130241, -3.113620], [-1.384316, 1.443674, -4.006487], [-1.175782, 1.546785, -5.371653], [-0.139822, 2.335429, -5.853513], [0.691329, 3.001468, -4.966376], [0.482802, 2.901438, -3.599256], [-2.623297, 2.701487, -1.429589], [-2.840570, 3.915381, -2.081906], [-4.096129, 4.500126, -2.085228], [-5.160109, 3.870133, -1.450740], [-4.967073, 2.642735, -0.837548], [-3.701094, 2.070424, -0.817631], [0.817564, 3.266641, 0.326454], [1.777082, 4.290771, 0.326665], [2.822187, 4.225580, 1.220887], [2.882176, 3.164340, 2.118388], [1.866567, 2.230792, 2.076295], [0.851920, 2.283329, 1.219493], [-0.186608, 4.090192, -1.200232], [-2.184704, 0.824570, -3.613527], [-1.814601, 1.007606, -6.060382], [0.021166, 2.422096, -6.920926], [1.525443, 3.581049, -5.339903], [1.173285, 3.381078, -2.919066], [-2.024486, 4.394538, -2.613511], [-4.249637, 5.447001, -2.589540], [-6.140566, 4.330738, -1.452879], [-5.799913, 2.129796, -0.372259], [-3.548701, 1.113681, -0.331478], [1.699161, 5.099208, -0.389458], [3.590801, 4.987871, 1.210758], [3.701012, 3.066060, 2.817394], [1.855200, 1.384220, 2.757804], [3.582603, 0.137243, -0.582224], [2.634291, 0.436489, -1.908837], [3.375951, 1.361576, -2.792451], [1.307732, 0.908564, -1.327624], [2.437244, -0.991934, -2.547816], [2.085947, -2.404711, -1.581903], [1.881793, -3.416734, -2.864758], [2.159637, -3.177299, 1.569882], [0.639586, -2.145049, -1.129081], [4.389081, 0.635816, -0.780407], [1.010431, -3.216006, -3.239632], [10.396691, -2.482798, 3.479534], [9.254333, -2.384256, 3.380766], [7.838059, -2.262342, 3.271849], [7.066152, -2.005698, 4.405850], [5.695877, -1.905771, 4.304258], [5.058664, -2.071343, 3.067619], [5.835431, -2.327385, 1.930685], [7.206540, -2.416183, 2.036140], [3.684086, -2.007774, 2.964973], [2.742751, -2.006220, 3.992408], [1.508749, -1.932562, 3.484043], [1.554185, -1.919582, 2.053883], [2.945690, -2.046769, 1.738965], [7.546237, -1.881716, 5.366873], [5.112883, -1.691633, 5.187579], [5.355520, -2.464971, 0.971020], [7.807047, -2.617517, 1.159658], [3.033833, -2.080403, 5.025894], [0.561327, -1.882892, 3.990647], [3.369411, -1.566924, 0.862010]],
  "forces_ev_per_a": [[1.216, -0.351, -0.234], [-0.079, 0.149, 0.086], [-0.402, -0.100, 0.012], [0.183, 0.095, 0.386], [-0.243, -0.248, -0.486], [0.091, 0.111, 0.289], [0.039, 0.006, -0.176], [-0.076, -0.026, -0.124], [-0.224, -0.015, 0.293], [-0.047, -0.039, 0.016], [-0.020, -0.052, 0.076], [0.009, 0.083, -0.080], [-0.025, -0.029, 0.037], [-0.007, 0.053, 0.013], [0.050, 0.026, 0.003], [-0.022, -0.079, 0.041], [0.048, -0.002, -0.022], [-0.008, 0.004, -0.024], [-0.004, -0.002, 0.007], [0.012, -0.027, -0.003], [0.020, -0.044, 0.005], [-0.025, 0.059, -0.037], [0.015, -0.029, -0.029], [0.028, 0.010, -0.010], [-0.013, -0.020, 0.000], [-0.028, -0.026, -0.013], [0.253, -0.322, -0.361], [-0.929, 1.413, -0.154], [0.177, -0.198, 0.109], [0.008, -0.005, 0.070], [-0.040, -0.030, 0.026], [-0.015, 0.035, -0.017], [0.007, 0.055, -0.122], [0.013, -0.103, 0.072], [0.010, -0.364, 0.031], [-0.038, -0.034, -0.007], [0.093, 0.091, 0.004], [-0.072, -0.083, -0.024], [-0.052, 0.118, 0.048], [0.115, -0.075, -0.011], [0.267, 0.082, 0.245], [-0.024, -0.011, -0.082], [-0.146, -0.037, -0.021], [0.140, 0.015, 0.048], [-0.016, -0.023, -0.059], [-0.264, -0.139, -0.175], [-0.015, 0.111, 0.096], [-0.053, 0.008, -0.089], [-0.007, 0.002, 0.018], [0.040, -0.024, 0.008], [0.007, 0.015, 0.023], [0.073, -0.047, 0.059], [-0.025, 0.034, -0.009], [0.003, -0.005, 0.004], [-0.007, -0.015, -0.019], [0.030, -0.010, 0.033], [-0.061, 0.014, -0.022], [0.057, -0.016, -0.037], [0.002, 0.004, 0.017], [-0.032, -0.021, 0.030], [0.042, 0.023, 0.025], [0.200, 0.195, -0.248], [-0.471, 0.614, 0.307], [0.150, 0.050, -0.111], [0.325, -0.298, -0.041], [-0.056, -0.559, 0.285], [0.297, 0.106, -0.493], [-0.054, 0.057, 0.015], [0.175, -0.608, 0.052], [-0.408, 0.185, 0.165], [-0.069, -0.167, 0.174], [0.048, -0.049, -0.069], [-0.054, 0.003, -0.007], [0.374, -0.006, 0.043], [-0.356, -0.005, -0.007], [0.036, -0.009, -0.109], [-0.100, 0.019, -0.039], [0.122, -0.070, 0.045], [-0.109, 0.032, -0.010], [0.107, 0.039, 0.078], [-0.190, 0.069, 0.006], [-0.124, 0.032, -0.064], [0.267, -0.190, 0.141], [-0.311, 0.582, 0.160], [0.127, 0.046, -0.057], [0.019, 0.001, 0.000], [0.021, 0.012, 0.038], [0.045, -0.030, -0.024], [-0.039, -0.003, -0.035], [0.021, 0.018, 0.018], [-0.005, -0.007, 0.012], [-0.020, -0.024, -0.010]],
  "mulliken_charge": [1.6723, -1.5439, 0.1965, -0.2324, -0.0867, -0.8506, -0.9677, -0.6756, 0.2350, 0.2973, 0.4864, -0.7864, -0.5968, -0.5440, -0.7655, 0.3152, 0.3794, 0.3519, 0.5055, 0.4322, 0.5813, 0.7002, 0.4772, 0.3900, 0.3714, 0.3819, 0.2256, 0.9203, 0.6574, -0.6399, -0.5459, -0.6093, -0.5694, -0.4190, 0.5153, -0.9388, -0.6644, -0.6608, -0.6414, 0.3553, -0.0462, -1.1318, -0.5284, -0.8779, -0.2719, 0.6914, 0.4073, 0.3398, 0.4227, 0.3530, 0.4166, 0.1496, 0.2798, 0.4122, 0.3736, 0.4603, 0.1174, 0.4498, 0.3889, 0.4465, 0.2729, -0.3533, 0.1646, -0.8597, 0.3052, -0.3583, 0.0283, -0.5174, -0.5448, -0.7256, 0.2275, 0.2710, -0.5552, 0.1220, 0.3845, -1.0348, -0.5759, 1.4410, -0.2247, -1.0936, 0.4067, 0.0136, -1.5307, 0.5891, -0.1719, 0.4256, 0.2733, 0.5464, 0.4263, 0.3938, 0.5178, 0.1742]
}